# 1
C28H76Cl4O27P6 | wB97M-V/def2-TZVPD

Geometry as ORCA input:
```
! RIJCOSX wB97M-V def2-TZVPD def2/J DEFGRID3
* xyz 0 1
C -16.192 -31.025 -19.181
O -15.608 -31.723 -18.134
P -15.097 -33.236 -18.398
O -14.336 -33.615 -17.171
O -16.510 -34.093 -18.447
C -16.820 -35.152 -19.289
O -14.265 -33.305 -19.853
C -13.013 -32.568 -19.988
H -17.253 -30.959 -18.941
H -15.967 -31.575 -20.094
H -15.644 -30.083 -19.219
H -17.865 -35.130 -19.598
H -16.566 -36.096 -18.806
H -16.209 -35.081 -20.189
H -12.138 -33.140 -19.680
H -12.916 -31.633 -19.436
H -12.879 -32.209 -21.009
C -8.611 -29.864 -14.314
O -7.429 -29.109 -14.548
P -6.024 -29.318 -13.771
O -4.956 -29.865 -14.667
O -6.266 -30.246 -12.426
C -5.192 -30.590 -11.541
O -5.766 -27.824 -13.132
C -6.672 -27.454 -12.081
H -8.502 -30.661 -15.050
H -9.585 -29.416 -14.511
H -8.677 -30.250 -13.297
H -5.156 -30.019 -10.614
H -4.212 -30.436 -11.992
H -5.186 -31.628 -11.208
H -6.246 -27.336 -11.085
H -7.678 -27.872 -12.026
H -7.073 -26.455 -12.253
C -20.284 -33.945 -11.548
O -20.265 -34.480 -10.290
P -20.195 -33.644 -8.901
O -19.804 -32.188 -8.937
O -19.286 -34.625 -7.994
C -17.883 -34.533 -8.059
O -21.565 -34.097 -8.292
C -22.168 -33.335 -7.372
H -21.221 -34.145 -12.068
H -19.560 -34.407 -12.219
H -20.100 -32.871 -11.567
H -17.364 -34.825 -8.972
H -17.648 -35.276 -7.298
H -17.381 -33.671 -7.619
H -22.787 -32.592 -7.875
H -21.555 -32.618 -6.826
H -22.794 -33.892 -6.675
C -19.377 -24.142 -25.184
O -19.780 -24.409 -23.896
P -18.506 -24.878 -22.955
O -17.273 -24.052 -23.091
O -19.117 -24.874 -21.510
C -19.013 -23.806 -20.677
O -18.428 -26.454 -23.238
C -17.697 -26.968 -24.344
H -19.639 -23.127 -25.481
H -20.039 -24.782 -25.767
H -18.352 -24.265 -25.532
H -19.888 -23.162 -20.590
H -18.383 -23.038 -21.126
H -18.659 -24.099 -19.689
H -17.042 -26.201 -24.758
H -18.321 -27.464 -25.088
H -17.189 -27.905 -24.118
C -14.496 -29.323 -7.508
O -13.494 -30.095 -8.150
P -12.585 -29.350 -9.279
O -12.177 -28.061 -8.676
O -11.382 -30.242 -9.661
C -11.191 -31.483 -9.162
O -13.538 -29.274 -10.606
C -14.144 -30.345 -11.288
H -13.998 -28.534 -6.945
H -15.111 -29.823 -6.760
H -15.127 -28.683 -8.126
H -12.089 -31.907 -8.713
H -10.431 -31.222 -8.426
H -10.785 -32.163 -9.910
H -13.423 -30.976 -11.807
H -15.032 -30.205 -11.906
H -14.532 -30.981 -10.493
C -21.908 -40.199 -22.765
O -20.508 -40.004 -23.043
P -19.624 -41.280 -23.471
O -18.228 -40.999 -23.887
O -19.768 -42.202 -22.105
C -18.669 -42.950 -21.614
O -20.566 -42.092 -24.586
C -20.091 -42.985 -25.522
H -22.298 -41.134 -23.167
H -22.516 -39.390 -23.170
H -22.065 -40.245 -21.687
H -18.024 -42.390 -20.937
H -18.065 -43.345 -22.431
H -19.070 -43.815 -21.087
H -19.243 -42.587 -26.080
H -20.700 -43.374 -26.337
H -19.673 -43.836 -24.983
C -2.857 -36.472 -11.407
O -3.594 -37.242 -12.357
C -3.209 -37.030 -13.741
C -4.380 -36.371 -14.595
O -5.611 -37.203 -14.520
C -6.546 -36.735 -15.527
C -7.939 -37.457 -15.565
O -7.814 -38.923 -15.666
C -9.059 -39.667 -15.921
H -3.502 -36.367 -10.534
H -2.592 -35.528 -11.883
H -1.912 -36.856 -11.023
H -3.108 -37.957 -14.305
H -2.233 -36.545 -13.761
H -4.004 -36.282 -15.614
H -4.479 -35.304 -14.395
H -6.222 -36.833 -16.564
H -6.696 -35.673 -15.333
H -8.570 -37.071 -16.366
H -8.492 -37.115 -14.690
H -9.753 -39.216 -15.212
H -8.938 -40.704 -15.607
H -9.409 -39.634 -16.953
Cl -6.037 -31.369 -22.553
C -5.095 -30.333 -21.402
C -3.645 -30.284 -21.996
Cl -2.908 -31.903 -21.899
H -5.182 -30.890 -20.469
H -5.594 -29.364 -21.449
H -3.009 -29.567 -21.478
H -3.625 -30.017 -23.053
Cl -11.249 -36.336 -24.355
C -12.874 -36.962 -24.443
C -13.770 -36.290 -25.420
Cl -14.264 -34.713 -24.909
H -13.182 -36.969 -23.397
H -12.791 -37.973 -24.840
H -14.681 -36.845 -25.645
H -13.284 -36.122 -26.381
*
```

Values from the calculation:
**HOMO energy**: -0.3465 Eh
**Structure (SMILES)**: COP(=O)(OC)OC.COP(=O)(OC)OC.COP(=O)(OC)OC.COP(=O)(OC)OC.COP(=O)(OC)OC.COP(=O)(OC)OC.COCCOCCOC.ClCCCl.ClCCCl
**HOMO-LUMO gap**: 9.67 eV

# 2
C27H29N5O2OsPS4 | wB97M-V/def2-TZVPD

Geometry as ORCA input:
```
! RIJCOSX wB97M-V def2-TZVPD def2/J DEFGRID3
* xyz 0 6
Os 0.782 0.951 0.268
S 2.302 -0.091 -1.269
C 2.311 -1.431 -0.117
N 2.172 -2.743 -0.512
N 1.971 -2.914 -1.797
C 1.560 -4.144 -2.314
C 1.291 -4.219 -3.680
C 0.846 -5.411 -4.224
C 0.669 -6.527 -3.414
C 0.947 -6.441 -2.054
C 1.394 -5.256 -1.493
N 2.396 -1.222 1.179
N 2.162 0.078 1.481
C 2.642 0.541 2.699
C 2.343 1.851 3.077
C 2.807 2.345 4.281
C 3.577 1.544 5.117
C 3.879 0.240 4.736
C 3.418 -0.271 3.536
H 1.922 -2.088 -2.397
H 1.428 -3.343 -4.304
H 0.639 -5.470 -5.284
H 0.317 -7.456 -3.840
H 0.814 -7.309 -1.421
H 1.603 -5.168 -0.436
H 1.747 2.488 2.433
H 2.557 3.360 4.563
H 3.939 1.931 6.061
H 4.477 -0.388 5.385
H 3.638 -1.284 3.232
C -0.405 0.769 -3.226
C -0.835 -0.417 -2.419
C -1.290 -1.585 -3.076
C -1.695 -2.661 -2.348
C -1.711 -2.588 -0.940
C -2.144 -3.657 -0.119
C -2.149 -3.506 1.235
C -1.729 -2.294 1.826
C -1.298 -1.241 1.061
S -0.827 0.269 1.825
C -1.265 -1.388 -0.353
N -0.796 -0.345 -1.104
H -0.342 0.517 -4.283
H 0.561 1.141 -2.890
H -1.124 1.580 -3.098
H -1.290 -1.612 -4.158
H -2.016 -3.575 -2.836
H -2.465 -4.581 -0.585
H -2.471 -4.319 1.873
H -1.738 -2.186 2.904
C -4.058 2.592 2.462
C -3.210 3.773 2.063
O -2.285 3.328 1.045
P -0.926 4.095 0.786
S 0.116 4.549 2.348
S -0.012 2.982 -0.686
O -1.445 5.372 -0.020
C -0.501 6.374 -0.455
C -0.902 6.834 -1.836
H -4.758 2.896 3.242
H -3.431 1.788 2.846
H -4.625 2.212 1.612
H -2.647 4.166 2.910
H -3.811 4.577 1.636
H 0.507 5.957 -0.456
H -0.528 7.186 0.270
H -0.878 5.997 -2.535
H -0.213 7.604 -2.186
H -1.912 7.246 -1.826
*
```

Values from the calculation:
**HOMO energy (alpha / beta)**: -0.2566 / -0.2755 Eh
**⟨S²⟩**: 8.802
**HOMO-LUMO gap (alpha / beta)**: 6.75 / 5.26 eV

# 3
C5H8O2 | wB97M-V/def2-TZVPD

Geometry as ORCA input:
```
! RIJCOSX wB97M-V def2-TZVPD def2/J DEFGRID3
* xyz 0 1
O 1.423 -1.402 1.381
C -0.170 -0.520 1.518
C -0.043 0.144 0.275
C 0.104 1.659 0.064
C -0.731 1.477 -1.207
O -1.054 2.216 -2.098
C -0.976 -0.011 -0.938
H 1.277 -2.334 1.137
H -0.857 -1.360 1.620
H 0.042 0.007 2.446
H 1.167 -0.710 0.438
H -0.399 2.300 0.800
H 1.106 2.065 -0.116
H -2.032 -0.223 -0.720
H -0.658 -0.665 -1.757
*
```

Values from the calculation:
**HOMO energy**: -0.3105 Eh
**HOMO-LUMO gap**: 9.08 eV

# 4
C7H2Br2Cl5Pd | wB97M-V/def2-TZVPD

Geometry as ORCA input:
```
! RIJCOSX wB97M-V def2-TZVPD def2/J DEFGRID3
* xyz 1 1
Pd 0.513 0.066 -0.069
Cl 3.419 -1.019 0.071
C 2.206 -2.256 -0.035
C 0.921 -1.817 -0.150
C -0.144 -2.666 -0.190
Cl -1.689 -1.867 -0.266
C 0.056 -4.035 -0.133
Cl -1.283 -5.090 -0.172
C 1.372 -4.507 -0.039
Cl 1.658 -6.190 0.022
C 2.456 -3.621 0.012
Cl 4.063 -4.179 0.138
Br 0.204 0.442 2.598
C 0.075 2.317 2.170
Br -0.062 2.515 0.243
H 0.981 2.811 2.494
H -0.820 2.724 2.620
*
```

Values from the calculation:
**HOMO energy**: -0.4630 Eh
**HOMO-LUMO gap**: 6.47 eV

# 5
C33H29CdN6O2Se2 | wB97M-V/def2-TZVPD

Geometry as ORCA input:
```
! RIJCOSX wB97M-V def2-TZVPD def2/J DEFGRID3
* xyz -1 1
Cd 10.397 14.377 12.288
C 9.081 16.782 15.836
C 9.928 15.779 15.105
O 9.332 15.188 14.157
C 11.250 15.628 15.526
C 12.268 14.815 14.901
C 13.679 14.839 15.536
N 12.027 14.160 13.832
N 13.094 13.482 13.258
C 12.851 12.863 12.145
O 11.684 12.700 11.573
C 14.093 12.357 11.492
C 13.900 11.825 10.212
C 15.035 11.363 9.557
C 16.286 11.442 10.163
C 16.451 11.967 11.445
C 15.344 12.416 12.125
H 8.534 17.480 15.232
H 9.691 17.327 16.538
H 8.318 16.404 16.528
H 11.573 16.060 16.493
H 13.537 15.021 16.621
H 14.212 15.700 15.071
H 14.205 13.879 15.400
H 12.881 11.832 9.804
H 14.830 10.922 8.581
H 17.172 11.147 9.649
H 17.423 12.033 11.890
H 15.301 12.866 13.098
Se 6.410 7.166 12.179
N 7.406 8.022 13.452
C 7.746 9.175 12.964
C 8.496 10.160 13.722
C 8.940 9.943 15.022
C 9.684 10.961 15.685
C 9.924 12.113 14.956
N 9.520 12.289 13.684
C 8.794 11.409 13.076
C 8.255 11.726 11.729
N 8.525 12.936 11.207
C 8.029 13.254 9.975
C 7.256 12.338 9.229
C 7.041 11.055 9.690
C 7.529 10.748 10.995
C 7.284 9.439 11.619
N 6.596 8.494 10.994
H 8.740 8.977 15.483
H 9.981 10.826 16.695
H 10.523 12.912 15.393
H 8.321 14.217 9.578
H 6.782 12.621 8.311
H 6.440 10.318 9.126
C 5.692 16.136 7.150
C 6.942 16.259 7.955
C 8.173 15.889 7.499
C 9.324 15.997 8.316
C 10.608 15.498 7.747
C 9.194 16.472 9.628
Se 10.772 16.549 10.722
C 7.909 16.806 10.114
C 7.723 17.282 11.539
C 6.785 16.728 9.285
H 5.823 15.413 6.354
H 5.402 17.100 6.691
H 4.895 15.776 7.799
H 8.260 15.486 6.471
H 10.479 15.154 6.777
H 10.969 14.605 8.336
H 11.448 16.209 7.791
H 8.391 16.735 12.222
H 6.689 16.977 11.800
H 7.773 18.392 11.639
H 5.802 17.036 9.681
*
```

Values from the calculation:
**HOMO energy**: -0.1384 Eh
**HOMO-LUMO gap**: 4.93 eV

# 6
C6H10N2 | wB97M-V/def2-TZVPD

Geometry as ORCA input:
```
! RIJCOSX wB97M-V def2-TZVPD def2/J DEFGRID3
* xyz 0 1
H -0.134 -3.251 0.034
N 0.263 -2.409 -0.532
C 1.008 -1.720 0.216
C 1.800 -0.609 -0.433
N 1.547 0.361 -1.197
C 0.260 0.568 -1.360
C -0.504 0.573 -0.208
C -0.048 0.854 1.197
C -1.936 1.080 -0.264
H 1.303 -1.782 1.178
H 2.834 -0.781 -0.019
H -0.077 0.600 -2.375
H -0.818 0.882 1.990
H 0.435 1.881 1.267
H 0.682 0.173 1.516
H -1.879 2.070 0.068
H -2.570 0.410 0.310
H -2.165 1.101 -1.389
*
```

Values from the calculation:
**HOMO energy**: -0.2993 Eh
**Structure (SMILES)**: [H]/N=C/C=N\C=C(C)C
**HOMO-LUMO gap**: 8.65 eV

# 7
C33H34N5O2Rh | wB97M-V/def2-TZVPD

Geometry as ORCA input:
```
! RIJCOSX wB97M-V def2-TZVPD def2/J DEFGRID3
* xyz 2 1
Rh -0.013 0.464 -0.819
O -4.414 -2.449 -2.157
C -4.569 -2.216 -0.858
C -5.631 -2.875 -0.226
C -5.865 -2.704 1.118
C -5.055 -1.857 1.880
C -4.016 -1.189 1.281
C -3.737 -1.357 -0.085
C -2.550 -0.712 -0.623
O -1.867 0.110 0.095
N -2.153 -1.042 -1.871
N -0.936 -0.596 -2.148
C -0.332 -0.798 -3.277
C 0.983 -0.208 -3.401
C 1.751 -0.294 -4.555
C 3.007 0.288 -4.583
C 3.469 0.946 -3.452
C 2.641 1.033 -2.348
N 1.431 0.478 -2.313
H -3.635 -1.973 -2.495
H -6.246 -3.516 -0.842
H -6.686 -3.228 1.588
H -5.248 -1.729 2.936
H -3.386 -0.525 1.859
H -0.794 -1.374 -4.068
H 1.352 -0.808 -5.419
H 3.617 0.237 -5.475
H 4.452 1.391 -3.424
H 2.954 1.572 -1.462
C -0.021 3.326 -1.814
C -0.338 3.868 -0.447
C -0.755 5.171 -0.284
C -1.077 5.667 0.976
C -1.104 4.810 2.063
C -0.716 3.485 1.942
C -0.944 2.533 3.084
C -0.185 3.052 0.697
N 0.495 1.850 0.589
C 1.305 1.417 1.519
C 2.104 2.347 2.378
C 1.523 -0.007 1.601
C 2.193 -0.569 2.813
N 1.061 -0.786 0.662
C 1.483 -2.095 0.450
C 2.860 -2.355 0.213
C 3.868 -1.247 0.077
C 3.277 -3.668 0.106
C 2.370 -4.716 0.181
C 1.021 -4.452 0.354
C 0.552 -3.156 0.483
C -0.908 -2.914 0.734
H -0.338 4.023 -2.585
H -0.561 2.375 -1.979
H 1.049 3.152 -1.937
H -0.827 5.820 -1.148
H -1.357 6.705 1.091
H -1.468 5.166 3.019
H -1.936 2.718 3.495
H -0.233 2.692 3.898
H -0.895 1.495 2.760
H 1.774 3.375 2.275
H 3.156 2.291 2.082
H 2.058 2.058 3.428
H 1.613 -0.307 3.701
H 3.190 -0.147 2.941
H 2.264 -1.651 2.753
H 3.419 -0.333 -0.309
H 4.667 -1.553 -0.595
H 4.331 -1.024 1.041
H 4.330 -3.873 -0.044
H 2.716 -5.737 0.095
H 0.320 -5.275 0.407
H -1.295 -3.638 1.449
H -1.476 -3.049 -0.190
H -1.090 -1.914 1.121
*
```

Values from the calculation:
**HOMO energy (alpha / beta)**: -0.4764 / -0.4764 Eh
**HOMO-LUMO gap (alpha / beta)**: 4.71 / 4.70 eV

# 8
C28H42ClN2O6PS | wB97M-V/def2-TZVPD

Geometry as ORCA input:
```
! RIJCOSX wB97M-V def2-TZVPD def2/J DEFGRID3
* xyz 0 1
C 1.691 0.311 1.007
C 2.043 0.341 -0.490
S 3.352 1.492 -0.942
C 2.802 3.031 -0.152
C 1.316 3.262 -0.220
C 0.611 2.925 -1.377
C -0.770 2.972 -1.410
C -1.488 3.419 -0.295
C -0.806 3.867 0.826
C 0.581 3.774 0.853
Cl 1.389 4.258 2.311
C -2.982 3.349 -0.332
O -3.703 4.119 0.259
C -3.514 2.197 -1.135
C -4.675 1.538 -0.763
C -5.114 0.411 -1.458
C -6.327 -0.327 -0.952
C -6.176 -0.847 0.503
C -6.175 -2.382 0.633
O -7.289 -2.874 1.378
C -4.379 -0.014 -2.573
P -4.819 -1.510 -3.455
O -4.588 -2.783 -2.726
C -3.235 0.673 -2.976
C -2.790 1.765 -2.251
C -1.516 2.463 -2.600
O -1.105 2.561 -3.733
H 0.629 0.077 1.122
H 1.882 1.257 1.507
H 2.239 -0.484 1.514
H 2.399 -0.645 -0.791
H 1.145 0.519 -1.079
H 3.171 3.059 0.872
H 3.313 3.831 -0.696
H 1.158 2.558 -2.236
H -1.347 4.240 1.686
H -5.232 1.884 0.099
H -7.189 0.341 -1.014
H -6.549 -1.183 -1.591
H -7.014 -0.488 1.102
H -5.257 -0.454 0.940
H -6.151 -2.853 -0.354
H -5.288 -2.719 1.169
H -8.024 -3.008 0.775
H -4.091 -1.388 -4.651
H -6.161 -1.317 -3.827
H -2.657 0.350 -3.835
C 6.431 3.176 2.021
O 5.405 2.208 2.117
C 5.779 0.885 1.774
C 6.502 0.104 2.877
C 7.956 0.517 3.090
N 5.799 0.157 4.161
H 7.094 2.968 1.175
H 7.026 3.237 2.935
H 5.952 4.142 1.861
H 4.837 0.378 1.554
H 6.365 0.891 0.845
H 6.503 -0.940 2.550
H 8.030 1.439 3.666
H 8.482 -0.255 3.651
H 8.473 0.661 2.140
H 4.873 -0.248 4.062
H 5.635 1.132 4.393
C 0.992 -3.512 -2.438
O 0.478 -2.487 -1.610
C -0.851 -2.673 -1.153
C -1.001 -3.606 0.052
C -0.846 -5.087 -0.278
N -0.090 -3.262 1.148
H 0.211 -3.929 -3.082
H 1.447 -4.318 -1.859
H 1.762 -3.065 -3.066
H -1.190 -1.677 -0.851
H -1.493 -2.998 -1.983
H -2.022 -3.457 0.417
H 0.202 -5.366 -0.391
H -1.254 -5.691 0.531
H -1.374 -5.346 -1.198
H -0.283 -2.319 1.472
H 0.855 -3.226 0.776
*
```

Values from the calculation:
**HOMO energy**: -0.3213 Eh
**Structure (SMILES)**: CCSCc1cc2c(cc1Cl)C(=O)c1cc(CCCO)c([PH2]=O)cc1C2=O.COC[C@@H](C)N.COC[C@@H](C)N
**HOMO-LUMO gap**: 7.55 eV